[1]
This record from the Open Molecules 2025 dataset describes a cluster of 6 separate species, C24H66N6O6 in total at a distorted geometry. The level of theory is wB97M-V/def2-TZVPD.

```
102
Properties=species:S:1:pos:R:3
C 1.44039 4.38020 -0.84966
C 1.46519 3.61899 -2.16196
C 0.37668 4.08547 -3.15303
O -0.90066 4.09426 -2.58515
C -1.36390 2.79494 -2.21711
N 2.78709 3.60546 -2.78724
H 1.58280 5.45709 -0.98841
H 2.28350 4.07699 -0.22121
H 0.53191 4.22528 -0.26517
H 1.25206 2.56911 -1.93098
H 0.46643 3.40457 -4.01308
H 0.65967 5.04622 -3.58800
H -0.99225 2.06001 -2.93752
H -2.45001 2.76707 -2.25043
H -0.98657 2.58865 -1.21489
H 3.39009 2.88989 -2.38318
H 3.23909 4.49876 -2.61607
C 6.62204 -0.14279 7.32167
C 6.43729 -1.31931 6.36598
C 5.60641 -0.91029 5.16086
O 5.18507 -2.06522 4.46706
C 3.99724 -1.87482 3.75328
N 7.77211 -1.77475 5.98762
H 7.09088 0.69858 6.80164
H 7.21267 -0.44167 8.18508
H 5.68539 0.28574 7.68745
H 5.90740 -2.09297 6.92562
H 6.15826 -0.27005 4.46717
H 4.74499 -0.37541 5.58556
H 4.07548 -1.06493 3.01699
H 3.24536 -1.44666 4.43030
H 3.58953 -2.72949 3.22193
H 7.86744 -2.12316 5.04516
H 8.51418 -1.10866 6.13966
C -6.00640 -0.95958 -4.11931
C -5.66702 -2.30284 -3.47982
C -4.48269 -2.96304 -4.13839
O -3.35048 -2.10785 -4.17808
C -2.24974 -2.75472 -4.78718
N -5.27970 -2.13123 -2.04155
H -6.81191 -0.41320 -3.63151
H -6.17365 -1.13213 -5.18701
H -5.15545 -0.27237 -4.08533
H -6.55433 -2.93864 -3.49027
H -4.72686 -3.32499 -5.14950
H -4.17828 -3.87376 -3.60177
H -2.46628 -3.18042 -5.76994
H -1.85930 -3.47529 -4.06450
H -1.49835 -1.99032 -4.99304
H -5.87093 -1.36084 -1.73949
H -4.30329 -1.86401 -2.01585
C -0.69736 1.42045 1.86555
C -0.39726 -0.10887 1.98065
C -0.46549 -0.71505 0.60009
O -1.55968 -0.30054 -0.18083
C -1.66180 -1.04373 -1.37991
N 0.96119 -0.20927 2.55097
H -0.46907 1.85460 2.83798
H -1.74135 1.61565 1.63093
H -0.05506 1.85951 1.09987
H -1.19366 -0.53184 2.59545
H -0.30334 -1.80129 0.71410
H 0.45975 -0.39028 0.09471
H -0.70905 -1.09283 -1.91208
H -2.37804 -0.50678 -2.00212
H -2.05251 -2.05262 -1.21307
H 1.00269 -1.17405 2.88224
H 1.62661 -0.15921 1.78320
C -3.96238 -0.44880 2.01141
C -5.29388 -0.46286 1.30130
C -5.21806 0.40665 0.06690
O -6.44864 0.47948 -0.66000
C -7.46966 1.16726 0.03442
N -5.64001 -1.86302 1.01689
H -3.97253 -0.96581 2.97540
H -3.56276 0.52711 2.29940
H -3.22259 -0.96897 1.40421
H -6.01928 -0.04491 2.00535
H -4.40805 0.05641 -0.58062
H -4.90918 1.44909 0.22995
H -8.02584 1.84230 -0.62444
H -6.99882 1.90851 0.69630
H -8.13569 0.47348 0.54704
H -6.64945 -1.91902 0.89506
H -5.30633 -2.16744 0.09583
C 2.85092 -1.11850 -1.90320
C 3.81820 -0.75160 -0.79097
C 3.90157 0.75927 -0.49412
O 4.43008 1.56879 -1.51730
C 5.58338 1.16350 -2.19924
N 3.29417 -1.30926 0.50557
H 1.81918 -0.94926 -1.60693
H 2.94326 -2.13203 -2.29434
H 3.06371 -0.46806 -2.75993
H 4.83136 -1.07983 -1.04166
H 4.33157 1.06711 0.46721
H 2.85818 1.07593 -0.37002
H 6.37801 0.90434 -1.48057
H 5.99718 1.90898 -2.87057
H 5.42401 0.22292 -2.74052
H 3.43637 -2.31321 0.37892
H 4.05682 -1.04428 1.12815
```

Values from the calculation:
SMILES: COC[C@H](C)N.COC[C@H](C)N.COC[C@H](C)N.COC[C@H](C)N.COC[C@H](C)N.COC[C@H](C)N
Largest force on an atom: 2.7 eV/Å
Energy: -47179.78361 eV
E_HOMO: -8.768 eV
Frontier orbital gap: 9.1715 eV
ΔE to the lowest compared entry with this formula, charge and spin: 44.6 kcal per mole
Lowest unoccupied orbital energy: 0.40 eV

[2]
This record from the Open Molecules 2025 dataset describes a cluster of 10 separate species, C24H68N2O10 in total at a distorted geometry. The level of theory is wB97M-V/def2-TZVPD.

```
104
Properties=species:S:1:pos:R:3
C 5.87121 -1.44612 1.49194
C 7.10068 -0.74180 0.88640
O 7.52076 -1.74013 -0.06407
H 5.29494 -2.03575 0.77895
H 5.08772 -0.74197 1.77199
H 6.09178 -2.02734 2.38727
H 7.90236 -0.72062 1.62461
H 6.96748 0.20049 0.35494
H 8.28615 -1.40044 -0.53352
C 1.11756 -4.73469 5.22105
C 0.48739 -6.03845 5.59540
O -0.78973 -6.09017 4.97490
H 1.32633 -4.58713 4.16146
H 2.00777 -4.59689 5.83477
H 0.57866 -3.86824 5.60438
H 0.22769 -5.93742 6.64918
H 1.14938 -6.90395 5.56734
H -1.39576 -6.29841 5.68972
C -1.47454 6.31613 -4.63819
C -1.32371 7.65055 -5.19435
O -1.57060 7.74829 -6.55138
H -0.58152 5.69143 -4.65708
H -2.23550 5.65549 -5.05366
H -1.66438 6.44913 -3.57313
H -0.36044 8.11686 -4.98757
H -1.96459 8.45423 -4.83176
H -2.48943 7.50834 -6.69203
C -1.05454 -0.10269 -1.83001
C -0.57255 -0.28049 -0.41850
O -0.11832 -1.56752 -0.29756
H -1.18245 0.96437 -2.01206
H -1.95410 -0.68052 -2.04216
H -0.35615 -0.45515 -2.58902
H -1.38154 0.01531 0.24941
H 0.32142 0.31566 -0.23535
H -0.89875 -2.12243 -0.22960
C 2.03982 -5.45032 -3.91653
O 0.97513 -5.10313 -4.39369
N 2.84546 -6.32460 -4.37017
N 2.53010 -5.00385 -2.74283
H 2.73992 -6.55374 -5.34815
H 3.76135 -6.33028 -3.94447
H 2.00526 -4.35369 -2.17544
H 3.40541 -5.40140 -2.43318
C 4.16468 4.83507 1.06473
C 5.52521 5.48504 0.69499
C 5.50513 6.86303 -0.10282
O 6.32322 5.75148 1.81881
H 3.62955 4.40686 0.21717
H 3.58148 5.72251 1.31054
H 4.14876 4.10247 1.87166
H 6.01606 4.76630 0.03881
H 4.98319 6.63529 -1.03223
H 6.49396 7.18847 -0.42593
H 5.21026 7.76787 0.42861
H 7.15781 5.94472 1.38554
C 2.53502 0.18325 -7.03952
C 3.94699 0.10928 -6.47985
C 4.13928 0.22419 -4.97167
O 4.53271 -1.09567 -6.81674
H 1.96819 1.08921 -6.82496
H 1.92570 -0.66118 -6.71738
H 2.60838 0.05859 -8.11988
H 4.49845 0.85759 -7.04908
H 5.19867 0.24869 -4.71632
H 3.70373 -0.61568 -4.43036
H 3.75184 1.11144 -4.47091
H 4.26140 -1.59452 -6.04270
C -4.75212 -7.16860 0.53137
C -4.21835 -5.98705 -0.32133
C -5.24646 -5.52145 -1.43402
O -3.82690 -5.01081 0.61252
H -3.97487 -7.63662 1.13548
H -5.19333 -7.95297 -0.08360
H -5.52643 -6.85116 1.22978
H -3.27652 -6.26050 -0.79702
H -4.80480 -4.55583 -1.68020
H -6.23197 -5.29161 -1.02899
H -5.22986 -6.21576 -2.27412
H -3.42691 -5.49249 1.34025
C -1.61353 3.68055 4.46977
C -1.04959 4.21134 5.86230
C -2.08971 3.76433 7.00893
O 0.14275 3.60889 6.01507
H -2.68029 3.88309 4.37440
H -1.54689 2.59316 4.50487
H -0.98212 4.15631 3.71939
H -0.79265 5.26820 5.93398
H -3.03748 4.24014 6.75707
H -1.66235 3.88225 8.00470
H -2.38775 2.72235 6.89260
H 0.83455 4.27233 5.96141
C -7.04443 0.37776 1.33719
C -8.48844 0.41232 1.92146
C -8.63691 -0.40914 3.13308
O -8.72822 1.76800 2.22825
H -6.78408 -0.66599 1.16139
H -6.27766 0.59158 2.08180
H -6.92668 0.85144 0.36258
H -9.21459 0.10328 1.16960
H -9.56652 -0.19210 3.65922
H -7.82882 -0.27967 3.85303
H -8.44920 -1.47168 2.97863
H -9.56357 1.74519 2.70076
```

Values from the calculation:
SMILES: NC(N)=O.CC(C)O.CC(C)O.CC(C)O.CC(C)O.CC(C)O.CCO.CCO.CCO.CCO
Largest force on an atom: 6.1 eV/Å
Energy: -49440.77328 eV
E_HOMO: -9.693 eV
Frontier orbital gap: 9.9032 eV
ΔE to the lowest compared entry with this formula, charge and spin: 82.4 kcal per mole
Lowest unoccupied orbital energy: 0.21 eV

[3]
This record from the Open Molecules 2025 dataset describes a structure of composition C24H68N4O16SZn at a distorted geometry. The level of theory is wB97M-V/def2-TZVPD.

```
114
Properties=species:S:1:pos:R:3
Zn 1.28743 1.47922 -0.55213
S 0.22045 -1.97009 0.07059
O 0.78432 -3.00505 0.90378
O -0.07623 -0.71787 0.69694
O 1.02640 -1.41244 -0.97010
O -1.00108 -2.42932 -0.54530
C 2.67504 -4.73919 5.38129
C 4.06299 -4.82837 4.71966
O 3.86760 -5.06938 3.36223
O 1.93244 -3.59306 4.96394
H 2.76208 -4.83566 6.46351
H 2.08970 -5.60168 5.06256
H 4.65322 -5.65519 5.11475
H 4.57561 -3.88684 4.91674
H 3.08421 -4.63333 3.01906
H 1.84260 -3.75551 4.02206
C -5.36666 -2.02172 -2.55195
C -5.61818 -0.60000 -2.01643
O -4.35621 -0.07700 -1.48822
O -5.01971 -2.94993 -1.66237
H -4.79473 -2.01053 -3.47978
H -6.38963 -2.26567 -2.83850
H -6.36202 -0.69911 -1.22587
H -6.02806 0.04531 -2.79338
H -3.93537 -0.78665 -0.99741
H -4.09306 -2.80298 -1.45911
C 1.07213 -3.12659 -5.85821
C -0.47944 -3.05667 -5.70768
O -0.81969 -2.05502 -4.83876
O 1.65571 -3.67599 -4.75747
H 1.47140 -2.12771 -6.03401
H 1.48207 -3.78602 -6.62320
H -0.92696 -3.98772 -5.35985
H -0.89137 -2.69164 -6.64850
H -0.86816 -2.40653 -3.94675
H 1.46342 -3.22669 -3.93118
C -2.42088 -6.98511 1.31769
C -3.05330 -6.40275 2.57628
O -4.31015 -7.01413 2.85169
O -0.97838 -6.93876 1.29959
H -2.90982 -6.38341 0.55154
H -2.92930 -7.92571 1.10582
H -3.15085 -5.31746 2.60352
H -2.55038 -6.60712 3.52148
H -4.69680 -6.91441 3.72471
H -0.76137 -6.01415 1.43960
C -4.69370 1.82618 3.17692
C -3.98283 0.76067 4.14159
C -4.37912 -0.67002 3.70808
O -5.77256 -0.81425 3.44172
C -6.18078 -2.19968 3.24508
N -2.54597 0.88612 3.92856
H -4.61042 2.86319 3.50215
H -5.77566 1.72996 3.26757
H -4.39829 1.87820 2.12901
H -4.27986 0.93066 5.17647
H -4.09912 -1.33629 4.52404
H -3.72518 -1.04007 2.91843
H -5.96368 -2.71784 4.17915
H -5.57795 -2.68648 2.47845
H -7.24818 -2.28980 3.04351
H -2.23749 0.20521 4.60776
H -2.39822 0.42985 3.03969
C 5.25259 3.35199 -4.18058
C 4.41061 2.20506 -3.67011
C 5.16697 0.87568 -3.75285
O 6.25941 1.01808 -2.78044
C 6.87983 -0.13577 -2.51688
N 4.07888 2.57788 -2.26484
H 4.81122 4.31677 -3.93060
H 5.23369 3.40971 -5.26889
H 6.22438 3.39863 -3.68911
H 3.45175 2.15015 -4.18554
H 5.48237 0.57541 -4.75208
H 4.47793 0.07813 -3.47493
H 6.27105 -0.89757 -2.02989
H 7.63948 -0.00202 -1.74673
H 7.36982 -0.68757 -3.31909
H 4.86750 2.78496 -1.66878
H 3.86764 3.53121 -2.52299
C 2.09352 5.02137 3.84505
C 2.38872 3.96891 2.77317
C 3.23650 2.73231 3.25322
O 3.41411 1.95084 2.03429
C 4.47862 0.98349 2.16218
N 1.24789 3.53025 2.06087
H 2.91527 5.73481 3.90710
H 1.66774 4.83275 4.83056
H 1.41643 5.79117 3.47485
H 2.98623 4.52659 2.05201
H 2.72578 2.20844 4.06120
H 4.20737 3.08320 3.60305
H 4.48812 0.19477 1.40990
H 4.32909 0.54579 3.14917
H 5.51009 1.33584 2.16659
H 0.67330 4.27242 1.68785
H 0.69000 3.11531 2.79346
C -1.97175 3.92686 -4.51470
C -0.99646 4.35709 -3.36151
C -1.18885 5.66710 -2.60207
O -0.08397 5.97282 -1.67546
C -0.34412 7.12785 -0.88276
N -0.88144 3.05384 -2.67231
H -2.97512 3.56834 -4.28490
H -1.50913 3.13627 -5.10551
H -2.21588 4.62755 -5.31316
H -0.02709 4.54745 -3.82214
H -2.12045 5.49134 -2.06418
H -1.21510 6.41641 -3.39323
H -1.23841 6.94085 -0.28832
H -0.59916 8.02897 -1.44046
H 0.54994 7.24708 -0.27075
H -1.82731 2.89322 -2.35666
H -0.92210 2.32813 -3.37359
```

Values from the calculation:
Largest force on an atom: 7.4 eV/Å
Energy: -123949.62301 eV
E_HOMO: -8.120 eV
Frontier orbital gap: 4.0445 eV
ΔE to the lowest compared entry with this formula, charge and spin: 316.0 kcal per mole
Lowest unoccupied orbital energy: -4.08 eV

[4]
This record from the Open Molecules 2025 dataset describes a structure of composition C24H69F2NO12S8Zr at a distorted geometry. The level of theory is wB97M-V/def2-TZVPD.

```
117
Properties=species:S:1:pos:R:3
Zr 9.73201 -33.77043 13.15362
F 9.57084 -35.28660 11.62377
F 8.84066 -33.21607 15.11737
C 6.37244 -32.06918 17.32124
O 6.59950 -33.32869 16.75387
H 6.18635 -32.29705 18.37078
H 7.25137 -31.42671 17.26830
H 5.47898 -31.59723 16.91248
H 7.37680 -33.29596 16.19143
C 3.96493 -35.26607 17.60100
O 5.08660 -35.71831 16.98198
H 4.11154 -35.22845 18.68044
H 3.80209 -34.25915 17.21669
H 3.11873 -35.92053 17.39190
H 5.63591 -34.95555 16.78691
C 9.31760 -33.18485 19.49039
O 9.42897 -32.33583 20.64301
H 9.05115 -34.21365 19.73261
H 8.62616 -32.77483 18.75426
H 10.32298 -33.24916 19.07427
H 10.15592 -32.67580 21.16985
C 7.47603 -33.05179 10.83502
O 7.94283 -32.77261 12.19686
H 7.25354 -32.10068 10.35130
H 8.07355 -33.63144 10.13141
H 6.53426 -33.59914 10.79520
H 7.22352 -32.20020 12.47350
N 10.34526 -29.74434 19.45428
C 11.09120 -28.89122 20.23203
C 11.07472 -27.63608 19.62986
C 10.32779 -27.68448 18.42184
C 9.88415 -28.97126 18.34722
H 10.03060 -30.68120 19.66254
H 11.52517 -29.16301 21.18293
H 11.61676 -26.76619 19.97026
H 10.13555 -26.80451 17.82595
H 9.22936 -29.34560 17.57424
C 9.60594 -38.12490 14.63044
S 10.45063 -36.65766 15.34076
O 10.22188 -35.60392 14.24000
C 9.11075 -36.24474 16.53600
H 8.70614 -37.89678 14.05912
H 9.47066 -38.94130 15.33988
H 10.32090 -38.41679 13.86120
H 9.02960 -37.11041 17.19337
H 8.23475 -36.03851 15.92102
H 9.41101 -35.40396 17.16133
C 10.36954 -31.14870 9.09697
S 11.15034 -32.50266 10.06611
O 10.30710 -32.79956 11.31031
C 10.67370 -33.83793 8.86731
H 10.51588 -31.22949 8.01987
H 10.67335 -30.14348 9.38908
H 9.28796 -31.20760 9.21871
H 11.18599 -33.63608 7.92661
H 9.59667 -33.71133 8.75735
H 11.02100 -34.80997 9.21749
C 12.69505 -34.18959 16.87546
S 12.28010 -32.80783 15.70570
O 11.38450 -33.41548 14.61250
C 11.32928 -31.64564 16.76300
H 13.16831 -33.75761 17.75723
H 13.41385 -34.70395 16.23761
H 11.79078 -34.70641 17.19687
H 10.36726 -32.05298 17.07395
H 11.04730 -30.70442 16.29110
H 11.83298 -31.48127 17.71555
C 12.71801 -36.66577 11.50924
S 13.18805 -34.95406 12.00080
O 11.87302 -34.38815 12.47871
C 13.98072 -35.46072 13.56205
H 13.55386 -37.36295 11.56766
H 12.26616 -36.65448 10.51737
H 11.98928 -37.05132 12.22225
H 13.38063 -36.20822 14.08092
H 13.96018 -34.59665 14.22617
H 14.98738 -35.83077 13.36761
C 14.41268 -31.06033 10.77516
S 13.88454 -30.94177 12.54507
O 12.58666 -31.68943 12.60948
C 15.09345 -32.05157 13.38388
H 15.43177 -30.67819 10.71559
H 13.81803 -30.36870 10.17839
H 14.22204 -32.01525 10.28538
H 15.01941 -33.02759 12.90427
H 14.85823 -32.19036 14.43911
H 16.09128 -31.61937 13.30880
C 4.18953 -31.38033 11.07023
S 5.05887 -30.38183 12.37169
O 6.06088 -31.26686 13.00293
C 3.60790 -30.36994 13.51367
H 4.92870 -31.81254 10.39576
H 3.50097 -30.69282 10.57898
H 3.79510 -32.26590 11.56852
H 3.94360 -30.01006 14.48624
H 3.31428 -31.39942 13.71876
H 2.85203 -29.69587 13.11069
C 8.79808 -29.77217 14.92209
S 10.11461 -30.09915 13.63903
O 10.01572 -31.64648 13.43037
C 9.28504 -29.09597 12.28389
H 7.81095 -29.66483 14.47249
H 9.02534 -28.79315 15.34395
H 8.83282 -30.53480 15.70011
H 8.31349 -29.51441 12.02102
H 9.86425 -29.10034 11.36053
H 9.26721 -28.05524 12.60739
C 5.79539 -36.77331 12.72387
S 6.32383 -35.52728 13.89497
O 7.61877 -34.86597 13.48636
C 4.96867 -34.25120 13.76595
H 6.62272 -37.36824 12.33699
H 5.18334 -36.30864 11.95085
H 5.16380 -37.45737 13.29068
H 4.09721 -34.76678 14.16947
H 4.78613 -34.02301 12.71585
H 5.22722 -33.33868 14.30311
```

Values from the calculation:
Charge: +2
Largest force on an atom: 4.0 eV/Å
Energy: -145449.23487 eV
E_HOMO: -11.512 eV
Frontier orbital gap: 7.8438 eV
ΔE to the lowest compared entry with this formula, charge and spin: 7.9 kcal per mole
Lowest unoccupied orbital energy: -3.67 eV

The lowest ΔE to the lowest compared entry with this formula, charge and spin belongs to which entry?
C24H69F2NO12S8Zr

Which value of frontier orbital gap does entry 4 give?
7.8438 eV